[1]
The following is a DFT calculation (wB97M-V/def2-TZVPD) of 2 unconnected molecules or ions with the total composition C4H11NO3.

Structure (XYZ):
```
19
Properties=species:S:1:pos:R:3
C -0.828 1.699 1.472
C -0.787 0.198 1.678
O -1.023 -0.281 2.767
N -0.753 -0.606 0.568
C -0.019 -0.458 -0.681
C -0.431 -1.620 -1.618
O 0.777 -2.210 -2.168
H -0.301 2.164 2.286
H -0.495 2.029 0.497
H -1.909 1.881 1.465
H -0.872 -1.563 0.867
H -0.213 0.504 -1.145
H 1.056 -0.556 -0.560
H -0.909 -1.241 -2.518
H -0.909 -2.408 -1.043
H 1.013 -3.009 -1.675
O 1.953 1.754 0.234
H 2.899 1.576 0.202
H 1.750 2.148 -0.629
```

SMILES ... CC(=O)NCCO.O
Orbital gap ... 9.844 eV
Energy ... -439.469006 hartree
Total charge ... 0
LUMO energy ... 0.018 Ha
Strongest force on any atom ... 0.042 Eh/bohr
Relative energy (zero: lowest compared OMol25 entry of this formula, charge and spin) ... 35.72 kcal per mole
HOMO energy ... -9.37 eV


[2]
The following is a DFT calculation (wB97M-V/def2-TZVPD) of 3 unconnected molecules or ions with the total composition C4H11NO3.

Structure (XYZ):
```
19
Properties=species:S:1:pos:R:3
C -0.395 -1.864 0.328
N -1.076 -0.836 0.591
C -1.741 0.095 -0.104
C -3.188 0.245 0.285
O -1.157 0.901 -0.832
H -0.508 -2.422 -0.603
H 0.128 -2.348 1.148
H -3.745 0.657 -0.558
H -3.614 -0.704 0.596
H -3.250 0.942 1.122
C 2.331 1.432 -1.100
O 1.437 0.924 -0.142
H 2.056 2.448 -1.395
H 2.354 0.810 -2.002
H 3.325 1.458 -0.648
H 0.491 0.986 -0.495
O 2.293 -1.284 1.250
H 2.474 -0.701 1.993
H 1.784 -0.740 0.566
```

SMILES ... C=NC(C)=O.CO.O
Orbital gap ... 10.482 eV
Energy ... -439.444834 hartree
Total charge ... 0
LUMO energy ... 0.017 Ha
Strongest force on any atom ... 0.037 Eh/bohr
Relative energy (zero: lowest compared OMol25 entry of this formula, charge and spin) ... 50.88 kcal per mole
HOMO energy ... -10.03 eV


[3]
The following is a DFT calculation (wB97M-V/def2-TZVPD) of 4 unconnected molecules or ions with the total composition C4H11NO3.

Structure (XYZ):
```
19
Properties=species:S:1:pos:R:3
C 0.465 2.488 -1.064
C -0.740 3.169 -1.497
C -1.798 2.458 -0.930
N -1.276 1.415 -0.063
C 0.107 1.358 -0.315
H 1.489 2.713 -1.309
H -0.676 4.102 -2.016
H -2.977 2.358 -1.352
H -1.701 1.143 0.894
H 0.831 0.544 -0.183
O 4.934 -3.677 1.112
H 4.949 -3.684 2.004
H 5.415 -4.274 0.604
O -4.608 1.198 -3.641
H -5.368 1.745 -3.915
H -4.435 0.558 -4.312
O 1.720 -4.140 5.261
H 1.264 -4.758 5.829
H 2.407 -4.716 4.891
```

SMILES ... c1cc[nH]c1.O.O.O
Orbital gap ... 8.486 eV
Energy ... -439.391416 hartree
Total charge ... 0
LUMO energy ... 0.024 Ha
Strongest force on any atom ... 0.099 Eh/bohr
Relative energy (zero: lowest compared OMol25 entry of this formula, charge and spin) ... 84.40 kcal per mole
HOMO energy ... -7.82 eV


[4]
The following is a DFT calculation (wB97M-V/def2-TZVPD) of 2 unconnected molecules or ions with the total composition C4H11NO3.

Structure (XYZ):
```
19
Properties=species:S:1:pos:R:3
C -1.464 -0.714 -1.583
C -0.520 -0.801 -0.426
N 0.344 -1.924 -0.342
C -0.757 -0.106 0.744
O -1.732 0.848 0.807
O -0.328 -0.643 1.930
H -2.204 -1.522 -1.573
H -0.913 -0.793 -2.524
H -2.002 0.230 -1.562
H 0.355 -2.566 -1.132
H 0.141 -2.598 0.390
H -1.398 1.562 1.367
H 0.639 -0.501 1.933
C 1.817 1.476 -0.081
O 0.733 1.627 1.088
H 1.354 1.224 -1.028
H 2.165 2.508 -0.135
H 2.625 0.804 0.202
H 1.143 1.890 1.923
```

SMILES ... CC(N)=C(O)O.CO
Orbital gap ... 7.574 eV
Energy ... -439.399720 hartree
Total charge ... 0
LUMO energy ... 0.020 Ha
Strongest force on any atom ... 0.073 Eh/bohr
Relative energy (zero: lowest compared OMol25 entry of this formula, charge and spin) ... 79.19 kcal per mole
HOMO energy ... -7.02 eV


[5]
The following is a DFT calculation (wB97M-V/def2-TZVPD) of 2 unconnected molecules or ions with the total composition C4H11NO3.

Structure (XYZ):
```
19
Properties=species:S:1:pos:R:3
C 2.100 -0.489 1.418
C 1.315 -1.567 0.745
N -0.014 -1.376 0.316
C -0.824 -0.201 0.493
C -1.978 -0.136 -0.520
O -2.746 0.957 -0.129
O 1.723 -2.694 0.551
H 1.731 0.513 1.238
H 2.093 -0.687 2.486
H 3.132 -0.646 1.111
H -0.425 -2.204 -0.131
H -1.305 -0.290 1.479
H -0.179 0.663 0.376
H -2.578 -1.045 -0.525
H -1.573 -0.026 -1.532
H -2.704 1.680 -0.770
H 0.254 2.684 -2.795
H 1.475 2.397 -1.922
O 0.503 2.467 -1.890
```

Multiplicity ... 2
Orbital gap (spin up / spin down) ... 11.556 / 6.274 eV
Energy ... -439.150186 hartree
Total charge ... +1
LUMO energy (spin up / spin down) ... -0.128 / -0.320 Ha
Strongest force on any atom ... 0.022 Eh/bohr
Relative energy (zero: lowest compared OMol25 entry of this formula, charge and spin) ... 26.66 kcal per mole
HOMO energy (spin up / spin down) ... -15.04 / -14.98 eV


[6]
The following is a DFT calculation (wB97M-V/def2-TZVPD) of a molecular structure, C4H11NO3SSiTi.

Structure (XYZ):
```
22
Properties=species:S:1:pos:R:3
C 2.063 -1.474 0.118
C 2.164 0.012 0.463
O 3.151 0.416 0.923
N 1.097 1.008 0.215
C 1.075 1.488 -1.209
Si -0.485 0.551 0.806
C -1.313 -0.988 0.104
S -3.038 -0.658 -0.367
O -3.865 -1.042 0.719
O -3.173 0.718 -0.758
H 2.058 -1.667 -0.970
H 2.986 -1.942 0.490
H 1.233 -2.003 0.614
H 0.265 1.041 -1.810
H 0.858 2.570 -1.183
H 2.050 1.402 -1.705
H -0.468 0.546 2.315
H -1.370 1.729 0.448
H -1.295 -1.769 0.888
H -0.764 -1.425 -0.750
H -3.276 -1.457 -1.463
Ti 0.046 2.944 2.110
```

Orbital gap ... 5.495 eV
Energy ... -1975.741899 hartree
Total charge ... +2
LUMO energy ... -0.442 Ha
Strongest force on any atom ... 0.058 Eh/bohr
HOMO energy ... -17.52 eV


[7]
The following is a DFT calculation (wB97M-V/def2-TZVPD) of 2 unconnected molecules or ions with the total composition C4H11NO4S.

Structure (XYZ):
```
21
Properties=species:S:1:pos:R:3
C 2.704 -0.845 -0.886
C -1.809 1.444 1.284
C -0.469 1.366 -0.658
C 2.542 -0.539 0.565
N -1.383 0.579 0.190
O -3.135 -1.453 -0.228
O -0.818 -1.688 -0.664
O 1.411 -1.164 1.041
O 3.153 0.276 1.202
S -1.606 -1.132 0.404
H 1.858 -1.176 -1.477
H 3.321 -1.587 -1.126
H 3.260 0.051 -1.448
H -1.142 1.516 2.115
H -2.191 2.376 1.016
H -2.578 1.076 1.878
H -0.235 0.689 -1.563
H -0.893 2.186 -1.156
H 0.329 1.630 -0.006
H 0.719 -1.543 0.514
H -3.040 -2.061 -0.997
```

Orbital gap ... 10.171 eV
Energy ... -912.824876 hartree
Total charge ... 0
LUMO energy ... 0.022 Ha
Strongest force on any atom ... 0.096 Eh/bohr
Relative energy (zero: lowest compared OMol25 entry of this formula, charge and spin) ... 38.67 kcal per mole
HOMO energy ... -9.57 eV


[8]
The following is a DFT calculation (wB97M-V/def2-TZVPD) of 2 unconnected molecules or ions with the total composition C4H11NO6S.

Structure (XYZ):
```
23
Properties=species:S:1:pos:R:3
C -1.053 1.108 -1.098
C -1.296 -0.259 1.159
C -0.413 0.410 0.110
C 0.903 -0.763 -1.119
N -1.169 -1.661 0.963
O 1.572 0.210 1.880
O 1.877 1.814 -0.026
O 0.336 2.434 1.822
O 1.604 -1.439 -0.234
O 1.554 0.196 -1.826
O 0.013 -1.472 -1.893
S 0.853 1.375 0.955
H -0.292 1.023 -1.764
H -1.941 0.570 -1.513
H -1.392 2.192 -0.818
H -2.340 0.068 1.045
H -1.209 -0.114 2.232
H 1.147 -1.690 0.595
H -1.597 -1.921 0.118
H -1.502 -2.250 1.803
H 2.525 0.273 1.527
H 1.791 0.877 -1.145
H 0.029 -0.980 -2.773
```

Orbital gap ... 9.338 eV
Energy ... -1063.303661 hartree
Total charge ... 0
LUMO energy ... 0.018 Ha
Strongest force on any atom ... 0.089 Eh/bohr
Relative energy (zero: lowest compared OMol25 entry of this formula, charge and spin) ... 31.63 kcal per mole
HOMO energy ... -8.84 eV